Model w:
ORCA calculation (ωB97M-V/def2-TZVPD) on an isolated molecule of C3H8NOP.

Computed properties:
Gap between HOMO and LUMO = 9.0 eV
HOMO = -8.77 eV
Spin multiplicity = 1

Positions of all 14 atoms, in Å:
C (-1.47699, -1.46764, 2.17509)
N (-0.60024, -0.68241, 1.43013)
P (-0.22667, -1.16213, -0.11781)
O (1.14648, -0.23189, -0.13291)
C (1.27379, 0.84381, -1.07597)
C (0.02382, 1.69955, -1.03963)
H (-1.98494, -1.21491, 3.09932)
H (-1.62936, -2.43467, 1.65685)
H (0.61830, -2.29475, -0.04386)
H (2.21924, 1.30744, -0.89870)
H (1.36354, 0.24027, -2.05451)
H (0.13530, 2.59163, -1.61049)
H (-0.70076, 0.92539, -1.42967)
H (-0.16151, 1.88032, 0.04215)

Model x:
ORCA calculation (ωB97M-V/def2-TZVPD) on a cluster of 2 separate species, C3H8NOP in total.

Computed properties:
Gap between HOMO and LUMO (alpha / beta) = 8.7 / 6.3 eV
HOMO (alpha / beta) = -9.46 / -7.57 eV
Spin multiplicity = 1

Positions of all 14 atoms, in Å:
C (-0.37312, 1.11449, 0.45772)
C (0.61141, -1.22075, 0.13819)
C (-0.06248, 0.02865, -0.59341)
N (0.71567, 0.33880, -1.69359)
O (4.49100, -1.06563, 0.25987)
P (3.70393, 0.14413, 0.36217)
H (0.38441, 1.95635, 0.33548)
H (-1.34920, 1.35267, 0.26392)
H (-0.27531, 0.56893, 1.39572)
H (-0.06028, -1.79410, 0.71721)
H (1.25625, -0.86172, 0.88014)
H (1.34449, -1.78285, -0.57276)
H (-0.98896, -0.58436, -1.09437)
H (1.33460, 1.12604, -1.59917)

Stability check: which of them is least stable? model x.

Model w:
ORCA calculation (ωB97M-V/def2-TZVPD) on a cluster of 2 separate species, C3H8NOP in total.

Computed properties:
Gap between HOMO and LUMO = 9.7 eV
HOMO = -8.67 eV
Spin multiplicity = 1

Positions of all 14 atoms, in Å:
C (0.27599, 0.08655, 0.11700)
C (1.10267, 1.43758, -1.19222)
C (-1.25395, -0.19244, -0.02225)
N (0.77705, -2.10150, 1.60427)
O (0.76519, 0.44178, 1.32139)
P (1.58174, -0.90646, 0.67737)
H (1.38840, 2.48354, -0.68970)
H (0.37110, 1.63036, -1.93800)
H (2.01688, 1.08809, -1.54006)
H (-1.52766, -1.11913, 0.57114)
H (-1.47533, -0.21649, -1.18326)
H (-1.65478, 0.79186, 0.37909)
H (0.60044, -1.49415, 2.47209)
H (1.33326, -2.85390, 1.97194)

Model x:
ORCA calculation (ωB97M-V/def2-TZVPD) on an isolated molecule of C3H8NOP.

Computed properties:
Gap between HOMO and LUMO (alpha / beta) = 8.5 / 9.0 eV
HOMO (alpha / beta) = -9.60 / -9.80 eV
Spin multiplicity = 1

Positions of all 14 atoms, in Å:
C (1.62053, -0.92859, 0.09042)
C (-1.56607, -0.90766, -0.06289)
C (0.17023, 1.61100, -0.45011)
N (-0.59527, -0.76727, 0.89811)
O (1.07187, 0.80308, 2.17433)
P (0.60701, 0.36848, 0.85306)
H (1.58946, -1.25232, -0.93441)
H (2.28645, -1.57568, 0.66643)
H (-2.51104, -1.08242, 0.47554)
H (-1.71149, -0.03746, -0.75803)
H (-1.47246, -1.71912, -0.83420)
H (-0.78660, 1.38614, -0.76812)
H (0.54440, 2.59304, -0.04709)
H (0.75298, 1.50877, -1.30304)

Model y:
ORCA calculation (ωB97M-V/def2-TZVPD) on a cluster of 2 separate species, C3H8NOP in total.

Computed properties:
Gap between HOMO and LUMO (alpha / beta) = 7.7 / 7.6 eV
HOMO (alpha / beta) = -7.33 / -7.40 eV
Spin multiplicity = 1

Positions of all 14 atoms, in Å:
C (-1.43134, 0.14239, -0.06178)
C (0.96568, -1.78116, -0.18561)
C (0.95305, -0.38172, 0.33388)
N (-1.98070, 1.13997, 0.62353)
O (-1.84971, -0.72676, -0.78404)
P (0.75465, 1.05623, -0.78142)
H (1.76104, -1.85302, -0.87133)
H (1.03531, -2.57624, 0.54679)
H (0.02931, -1.75418, -0.79756)
H (1.01364, 0.02258, 1.45559)
H (-1.36791, 1.89328, 0.92512)
H (-2.94136, 1.35056, 0.64960)
H (2.03889, 1.41057, -1.34009)
H (1.01944, 2.05750, 0.28733)

Stability check: which of them is least stable? model y.

Model w:
ORCA calculation (ωB97M-V/def2-TZVPD) on a structure of composition H24O12.

Computed properties:
Gap between HOMO and LUMO = 7.4 eV
HOMO = -8.42 eV
Spin multiplicity = 1

Positions of all 36 atoms, in Å:
O (-1.49158, 0.65605, -2.14817)
H (-2.34896, 0.59779, -1.72660)
H (-1.68858, 0.77696, -3.07704)
O (-2.21646, -2.36405, -0.63716)
H (-2.85440, -2.36446, -1.35079)
H (-2.07628, -1.43770, -0.44109)
O (-1.92024, -0.27361, 1.99030)
H (-1.01929, -0.03421, 1.77301)
H (-2.32210, -0.48556, 1.14780)
O (1.74489, -0.65202, 1.93545)
H (1.57390, 0.26877, 2.13330)
H (0.87885, -1.02891, 1.78000)
O (-0.51011, 1.71570, -0.74848)
H (-0.93445, 1.25917, -1.47494)
H (-0.02323, 2.42745, -1.16395)
O (-0.21083, -1.63470, 1.67827)
H (-0.69574, -2.39787, 1.36417)
H (0.11258, -1.21179, 0.88280)
O (2.77669, -0.41238, 0.12437)
H (2.33595, -0.48203, 0.97120)
H (2.24680, 0.21190, -0.37133)
O (2.02724, 0.92269, -1.06034)
H (1.36350, 1.59084, -1.23143)
H (2.84814, 1.41079, -0.99620)
O (0.08959, 0.77052, 1.76495)
H (-0.48557, 1.44130, 1.39684)
H (0.44224, 1.16750, 2.56137)
O (-0.07606, -0.73271, -0.11293)
H (0.69744, -0.16885, -0.11253)
H (-0.69003, -0.29745, -0.70440)
O (-0.69210, -1.89333, -2.33088)
H (-0.82898, -1.44084, -1.49857)
H (0.25655, -2.00685, -2.38915)
O (1.32363, 2.29944, 0.96154)
H (1.31247, 2.41113, 0.01094)
H (1.05452, 1.39129, 1.09966)

Model x:
ORCA calculation (ωB97M-V/def2-TZVPD) on a cluster of 12 separate species, H24O12 in total.

Computed properties:
Gap between HOMO and LUMO = 11.5 eV
HOMO = -11.42 eV
Spin multiplicity = 1

Positions of all 36 atoms, in Å:
O (-0.39883, -4.18280, 4.44653)
H (-0.38007, -4.00565, 3.50605)
H (0.47259, -4.52644, 4.64344)
O (-1.44200, 3.39851, -0.85798)
H (-2.03698, 3.52783, -0.11939)
H (-2.01528, 3.17864, -1.59231)
O (1.86388, 3.76817, -3.46387)
H (2.45277, 4.50951, -3.32293)
H (1.32768, 3.73364, -2.67170)
O (-4.48765, -1.05685, 4.78125)
H (-3.71368, -1.57941, 4.57120)
H (-4.80913, -1.42434, 5.60455)
O (4.68665, 1.72804, -0.03204)
H (4.40277, 1.12758, -0.72130)
H (5.59675, 1.92979, -0.24935)
O (0.86222, -1.31847, -5.51853)
H (0.92671, -0.42545, -5.18001)
H (0.97652, -1.22544, -6.46431)
O (-4.00916, 2.12218, -4.48835)
H (-4.00360, 1.20692, -4.20817)
H (-4.28435, 2.09100, -5.40461)
O (3.80377, -4.23567, 1.01987)
H (3.76102, -3.57505, 0.32850)
H (3.75005, -3.73496, 1.83389)
O (-0.44387, -0.90816, 0.65140)
H (0.01023, -0.07387, 0.76963)
H (-0.73632, -0.89518, -0.25994)
O (4.65125, -0.31461, 3.84035)
H (5.41736, 0.02950, 4.29960)
H (4.55356, 0.25435, 3.07681)
O (-2.77350, 2.80044, 3.59586)
H (-3.18529, 1.93865, 3.65896)
H (-3.29078, 3.35681, 4.17818)
O (-2.78371, -2.14441, -3.35079)
H (-2.60387, -2.94775, -2.86239)
H (-2.11770, -2.12721, -4.03808)

Model y:
ORCA calculation (ωB97M-V/def2-TZVPD) on a cluster of 12 separate species, H24O12 in total.

Computed properties:
Gap between HOMO and LUMO = 9.0 eV
HOMO = -9.84 eV
Spin multiplicity = 1

Positions of all 36 atoms, in Å:
O (6.68400, 12.59900, -17.33100)
H (6.03000, 11.94700, -17.38200)
H (6.24200, 13.42900, -17.28400)
O (8.02000, 10.01000, -18.41500)
H (8.44400, 10.87800, -18.29400)
H (7.51900, 10.22500, -19.23300)
O (8.73900, 10.59200, -22.90200)
H (8.09100, 11.30500, -22.87200)
H (8.20900, 9.94900, -23.34300)
O (6.67400, 10.83100, -20.51500)
H (5.87800, 11.16000, -20.12700)
H (6.43700, 9.94600, -20.84900)
O (4.29200, 12.21700, -19.92700)
H (3.44500, 12.02700, -20.38400)
H (4.61500, 13.03800, -20.25500)
O (3.80100, 12.78500, -17.44700)
H (3.88200, 12.46700, -18.34400)
H (2.89800, 12.71600, -17.28700)
O (5.29800, 10.23300, -17.96900)
H (5.95400, 9.55600, -18.01300)
H (4.80100, 9.99700, -17.19600)
O (3.34200, 8.87300, -19.11300)
H (2.54900, 9.35600, -19.31100)
H (4.04400, 9.50400, -19.05900)
O (9.82700, 8.72000, -21.17400)
H (8.96100, 8.33900, -20.95100)
H (9.54700, 9.50000, -21.65400)
O (7.26000, 12.98100, -22.24200)
H (7.03600, 12.43000, -21.50700)
H (7.46800, 13.82500, -21.85600)
O (4.90500, 9.02100, -21.73700)
H (4.39300, 8.29400, -22.12800)
H (4.48500, 9.76900, -22.09400)
O (7.04300, 8.39900, -23.54400)
H (6.39500, 8.64800, -22.87700)
H (6.57400, 8.19700, -24.32400)

Model z:
ORCA calculation (ωB97M-V/def2-TZVPD) on a cluster of 12 separate species, H24O12 in total.

Computed properties:
Gap between HOMO and LUMO = 10.8 eV
HOMO = -11.20 eV
Spin multiplicity = 1

Positions of all 36 atoms, in Å:
O (-0.46731, 0.27578, -0.57229)
H (-0.17762, -0.63438, -0.44319)
H (-1.42890, 0.22381, -0.53178)
O (0.70944, 4.83757, -0.12956)
H (1.34739, 4.32047, -0.63416)
H (1.14381, 5.68890, -0.00488)
O (1.49846, 1.18394, -3.05490)
H (1.14437, 0.62530, -3.75599)
H (0.74266, 1.34452, -2.47873)
O (3.88823, 1.91895, 0.47337)
H (3.47013, 1.40246, -0.22478)
H (4.69285, 2.25753, 0.06479)
O (-4.98114, -2.02042, 0.09566)
H (-5.21318, -1.53188, -0.70213)
H (-5.78100, -1.98652, 0.63239)
O (-5.39181, 1.68886, 0.14448)
H (-4.51867, 1.35483, 0.37909)
H (-5.41053, 1.64058, -0.81797)
O (2.02268, -3.01583, -0.04807)
H (1.35581, -3.47948, -0.56702)
H (2.66658, -2.72212, -0.70237)
O (-0.63422, -2.95184, 2.95768)
H (-1.05844, -2.96498, 3.82304)
H (0.12478, -3.53709, 3.05968)
O (-3.63936, -1.92442, -3.01735)
H (-3.98346, -1.08473, -2.69252)
H (-2.93937, -2.14802, -2.39364)
O (4.82924, -0.83311, -1.59696)
H (4.78633, -1.57920, -0.98827)
H (3.91900, -0.52053, -1.64933)
O (-1.45233, 3.24683, 2.96428)
H (-1.89309, 2.46072, 3.30597)
H (-0.58074, 3.22426, 3.37516)
O (3.61584, -2.23111, 1.90900)
H (3.11366, -1.56541, 1.42564)
H (4.49591, -2.19060, 1.51807)

Stability check: which of them is least stable? model w.

Model w:
ORCA calculation (ωB97M-V/def2-TZVPD) on a cluster of 11 separate species, H22O11 in total.

Computed properties:
Gap between HOMO and LUMO = 10.5 eV
HOMO = -10.60 eV
Spin multiplicity = 1

Positions of all 33 atoms, in Å:
O (-1.71730, 1.45988, 0.76347)
H (-2.32664, 0.70716, 0.81803)
H (-2.28774, 2.22845, 0.62633)
O (0.53698, -2.48417, -1.39579)
H (1.01282, -1.65068, -1.26822)
H (0.83860, -3.03321, -0.66077)
O (-0.05181, 2.28477, 3.06985)
H (-0.44191, 3.13809, 3.29232)
H (-0.77321, 1.78242, 2.65439)
O (0.66100, 2.62291, 0.06551)
H (-0.14300, 2.47595, -0.46547)
H (0.34387, 2.60576, 0.98372)
O (-0.33384, -2.14122, 2.33407)
H (-0.18736, -1.65265, 3.15107)
H (-0.07771, -1.52425, 1.61509)
O (3.30662, 1.90428, 0.74466)
H (2.39201, 1.92524, 0.39959)
H (3.30205, 1.22651, 1.42746)
O (2.56533, -2.45880, 0.59101)
H (3.34093, -2.51745, 1.15846)
H (2.05783, -1.71373, 0.93224)
O (-1.05822, -0.87292, -3.31986)
H (-0.38947, -0.86779, -4.01355)
H (-0.66499, -1.37273, -2.58256)
O (-2.49047, -1.72602, -0.93959)
H (-1.88922, -2.47387, -1.05939)
H (-3.01472, -1.69896, -1.74931)
O (0.31296, -0.54286, 0.10186)
H (-0.48718, -0.79262, -0.37692)
H (0.25186, 0.42645, 0.19140)
O (-0.83692, 1.87691, -2.10555)
H (-0.71296, 1.90923, -3.05880)
H (-1.03821, 0.94993, -1.92471)

Model x:
ORCA calculation (ωB97M-V/def2-TZVPD) on a cluster of 11 separate species, H22O11 in total.

Computed properties:
Gap between HOMO and LUMO = 10.7 eV
HOMO = -10.65 eV
Spin multiplicity = 1

Positions of all 33 atoms, in Å:
O (0.53432, -2.77014, -1.49722)
H (-0.05973, -3.51465, -1.51363)
H (0.96298, -2.47925, -2.29899)
O (-3.30096, -2.06151, -1.45471)
H (-4.02177, -1.42987, -1.58379)
H (-3.25065, -2.49661, -0.58928)
O (-3.44334, 0.90666, 0.87243)
H (-3.46282, 1.85079, 0.66735)
H (-3.78040, 1.00503, 1.79724)
O (-1.21803, -0.88324, 3.14032)
H (-0.68898, -0.57098, 2.41042)
H (-0.88185, -1.39201, 3.87751)
O (1.16433, -0.33028, 0.27779)
H (0.98804, 0.26111, -0.45333)
H (0.52441, -1.04409, 0.25011)
O (-0.39341, 1.41790, -1.05909)
H (-0.66210, 1.88022, -0.25772)
H (-1.05007, 0.73683, -1.23163)
O (-0.85212, 1.55835, 4.52064)
H (-1.21572, 0.72986, 4.85920)
H (-0.40677, 1.11799, 3.78663)
O (1.33774, 4.35863, -0.77322)
H (0.88719, 4.36708, 0.07921)
H (0.89299, 5.14659, -1.13829)
O (3.25697, -3.10349, 0.31453)
H (3.09988, -2.21842, -0.06260)
H (2.34158, -3.40265, 0.24190)
O (-0.44283, -1.94799, -4.35015)
H (-0.19129, -2.36944, -5.17679)
H (-0.74398, -1.07073, -4.60021)
O (3.66053, 2.86020, 0.20360)
H (4.58413, 2.60916, 0.24556)
H (3.28479, 2.67497, -0.66748)

Stability check: which of them is least stable? model x.